Formula: C30H28N2O3
Source: the Open Molecules 2025 dataset
Level of theory: ωB97M-V with the def2-TZVPD basis set

F_max	3.5	eV/A
HOMO	-5.86	eV
total charge	0
energy relative to the best compared isomer or geometry (same formula, charge and spin)	563.02	kJ/mol
molar mass	464.565	g mol⁻¹
frontier orbital gap	5.837	eV

CARTESIAN COORDINATES (ANGSTROEM)
C -0.25 2.63 -4.02
H -4.26 1.48 -1.83
H -6.18 1.28 2.72
H 1.00 2.73 2.35
C -2.35 0.32 0.12
C -1.29 2.06 -3.26
C 5.28 -1.82 -1.46
C -5.68 0.62 2.01
H -3.07 3.41 -3.30
C -2.33 0.38 -1.98
C -5.70 -1.38 0.64
C 4.63 1.95 0.38
C 4.89 0.74 -0.25
C 3.01 -0.24 0.93
H -3.87 -1.78 -0.46
C 2.85 0.93 1.66
H -1.69 -1.73 0.40
C -3.26 1.46 -2.23
C -4.39 -1.09 0.20
C -4.40 0.94 1.54
H -3.87 1.81 1.92
H 5.25 -1.18 -2.35
O 0.46 0.77 0.39
C -1.09 0.77 -2.66
H 5.18 -2.87 -1.74
C -1.41 -0.68 0.38
H 1.59 -4.34 2.47
O 4.15 -1.58 -0.60
H 0.28 -0.85 -2.27
C 1.39 2.10 3.16
C 0.15 0.13 -2.73
C 1.64 -3.35 2.05
H 2.19 0.31 -3.42
C -6.34 -0.53 1.54
C 1.20 0.77 -3.40
H -0.75 -3.95 2.75
H -0.41 3.59 -4.51
C 0.99 1.98 -4.07
C -0.02 -0.37 0.62
C 3.61 2.08 1.33
H 1.81 2.46 -4.59
H 3.75 -2.70 1.96
N 2.19 -1.38 1.23
H -6.21 -2.26 0.25
N 0.49 -2.65 1.71
C -3.74 0.08 0.62
C 4.05 -0.36 0.00
H 5.73 0.64 -0.94
H -7.38 -0.73 1.85
C -2.64 2.47 -2.97
H 6.23 -1.66 -0.93
C 2.69 -2.56 1.78
O 1.92 0.86 2.64
C 0.83 -1.45 1.17
H 2.16 2.64 3.72
H 5.24 2.83 0.16
H 0.58 1.79 3.82
H -1.26 -3.66 1.08
H -2.56 -0.67 -1.85
H 3.38 3.02 1.83
C -0.83 -3.18 1.97
H -2.03 1.37 0.11
H -1.50 -2.40 2.34